1.
Here is C4H20NO6V as an isolated structure from the OMol25 dataset. Energies are from ωB97M-V/def2-TZVPD.

```
32
Properties=species:S:1:pos:R:3:nbo_charge:R:1
V 0.35 0.75 -3.14 0.86
O 1.30 -0.39 -1.61 -1.31
H 1.18 -0.79 -0.73 0.48
C -1.57 -1.49 0.44 -0.61
C -1.59 0.00 0.85 -0.06
C -2.33 0.34 2.19 -0.06
O -2.39 1.75 2.38 -0.57
C -3.39 2.26 3.31 -0.24
N -0.18 0.37 0.88 -0.86
H -0.85 -1.74 -0.34 0.22
H -2.59 -1.77 0.18 0.20
H -1.25 -2.00 1.34 0.21
H -2.02 0.56 0.03 0.15
H -1.84 -0.01 3.10 0.17
H -3.32 -0.11 2.20 0.16
H -3.39 3.35 3.32 0.20
H -3.16 1.83 4.29 0.17
H -4.37 1.96 2.95 0.17
H -0.14 1.34 1.12 0.36
H 0.25 0.31 -0.03 0.36
O 2.45 1.47 -3.45 -0.97
H 2.89 1.85 -2.70 0.52
H 2.95 1.77 -4.21 0.50
O 3.93 -1.40 -1.60 -0.96
H 4.20 -2.02 -2.28 0.46
H 3.04 -1.14 -1.85 0.49
O 2.98 0.98 -0.17 -0.99
H 2.48 0.52 -0.84 0.48
H 2.97 0.40 0.59 0.47
O 1.16 -3.25 -1.78 -0.96
H 1.19 -3.45 -2.71 0.46
H 1.06 -2.29 -1.74 0.48
```

Computed properties:
**⟨S²⟩**: 6.00
**LUMO level (alpha / beta)**: -0.52 / -0.55 eV
**Charge**: 0
**2S+1**: 5
**Frontier orbital gap (alpha / beta)**: 6.9 / 8.4 eV
**ΔE to the lowest compared entry with this formula, charge and spin**: 36.55 kcal/mol
**Highest occupied orbital energy (alpha / beta)**: -0.2712 / -0.3285 hartree


2.
Here is a 7-piece molecular cluster, C4H20NO8 overall from the OMol25 dataset. Energies are from ωB97M-V/def2-TZVPD.

```
33
Properties=species:S:1:pos:R:3:nbo_charge:R:1
N -1.01 0.28 -0.36 -0.96
H -0.78 0.62 -1.30 0.42
H -1.30 -0.73 -0.46 0.48
H -1.71 0.88 0.10 0.41
H -0.14 0.27 0.20 0.44
C -1.67 -3.10 0.17 0.93
O -1.80 -2.23 -0.78 -0.93
O -2.70 -3.76 0.55 -0.87
O -0.53 -3.32 0.77 -0.95
O -0.76 1.72 -2.77 -0.95
H -0.05 1.34 -3.29 0.49
H -1.00 2.53 -3.23 0.48
O 1.15 -2.00 -1.33 -1.03
H 1.04 -2.72 -1.94 0.47
H 0.73 -2.33 -0.50 0.52
O -4.98 -0.26 -0.20 -0.92
H -5.78 0.26 -0.14 0.44
H -4.29 0.32 0.15 0.48
O -3.14 1.62 0.78 -0.93
H -3.28 2.37 0.19 0.48
H -3.09 2.01 1.66 0.49
C 3.00 1.46 -0.07 -0.62
C 2.78 0.18 0.73 0.09
C 3.43 0.22 2.11 -0.62
O 1.36 0.01 0.94 -0.77
H 2.55 1.42 -1.06 0.22
H 4.09 1.52 -0.18 0.20
H 2.74 2.36 0.50 0.20
H 3.10 -0.71 0.20 0.20
H 3.32 1.20 2.59 0.20
H 4.50 0.04 1.96 0.20
H 3.01 -0.54 2.76 0.22
H 1.23 -0.90 1.24 0.51
```

Computed properties:
**LUMO level**: 1.82 eV
**Charge**: -1
**Frontier orbital gap**: 3.2 eV
**ΔE to the lowest compared entry with this formula, charge and spin**: 78.26 kcal/mol
**Highest occupied orbital energy**: -0.0523 hartree


3.
Here is a 7-piece molecular cluster, C4H21NO7 overall from the OMol25 dataset. Energies are from ωB97M-V/def2-TZVPD.

```
33
Properties=species:S:1:pos:R:3:nbo_charge:R:1
C -1.57 2.00 -0.87 -0.63
C -0.23 1.52 -0.56 -0.40
C 0.31 2.29 0.72 -0.50
C 1.26 1.40 1.43 0.70
N 2.60 1.59 1.30 -0.80
O 0.99 0.43 2.13 -0.69
H -1.80 1.69 -1.98 0.23
H -1.69 3.13 -0.68 0.21
H -2.52 1.56 -0.37 0.23
H -0.20 0.47 -0.26 0.22
H 0.52 1.43 -1.34 0.21
H 0.70 3.26 0.44 0.23
H -0.59 2.36 1.40 0.24
H 2.96 2.45 0.86 0.40
H 3.22 0.92 1.95 0.43
O -4.03 -0.42 0.35 -0.96
H -3.54 0.28 0.76 0.44
H -3.39 -1.13 0.64 0.49
O 3.12 1.12 -2.05 -0.95
H 2.36 1.32 -2.71 0.47
H 3.40 0.22 -2.30 0.48
O -2.18 -2.29 0.31 -1.00
H -2.30 -3.12 0.79 0.47
H -1.44 -1.95 0.86 0.50
O -1.35 -2.46 -2.59 -0.98
H -1.15 -2.58 -1.59 0.49
H -2.29 -2.19 -2.61 0.48
O 2.15 -1.69 -1.11 -0.94
H 1.51 -2.23 -1.49 0.47
H 1.95 -0.80 -1.37 0.47
O -0.34 -1.74 1.91 -1.01
H 0.45 -2.26 1.94 0.48
H 0.16 -0.77 1.95 0.51
```

Computed properties:
**LUMO level**: 0.24 eV
**Charge**: 0
**Frontier orbital gap**: 10.6 eV
**ΔE to the lowest compared entry with this formula, charge and spin**: 30.37 kcal/mol
**Highest occupied orbital energy**: -0.3815 hartree


- Look up the charge of the first one.
  0